A 3-piece molecular cluster, C16H42N2O10P3 overall in a non-equilibrium geometry. Source: OMol25; level of theory: ωB97M-V/def2-TZVPD.

CARTESIAN COORDINATES (ANGSTROEM)
C 3.04516 0.31241 4.18101
O 3.52465 1.64540 4.09713
C 3.04925 2.36300 2.95978
C 2.09815 3.50368 3.37084
C 0.78995 3.01413 4.03446
N -0.33746 2.92159 3.09063
P -1.05138 1.43725 3.10630
N 0.17574 0.35415 2.34631
O -1.21942 0.89241 4.72099
H 2.25126 0.28348 4.94455
H 3.87876 -0.29722 4.56983
H 2.67555 -0.09930 3.23937
H 2.62990 1.73491 2.16351
H 3.93776 2.86120 2.52249
H 1.92375 4.15268 2.50129
H 2.67184 4.10578 4.09869
H 1.00730 2.07903 4.57619
H 0.52573 3.76748 4.80422
H 0.11389 0.60630 1.36564
H -0.12394 -0.61921 2.41469
H -0.69702 0.09459 4.88723
O 2.15072 -2.59678 -1.49820
P 3.50167 -3.00373 -1.00360
O 4.38874 -1.64938 -1.18097
C 4.14475 -0.55058 -0.29234
C 4.80308 -0.76865 1.05774
O 4.03046 -3.84688 -2.31862
C 3.10308 -4.45382 -3.21443
C 2.93682 -3.60826 -4.46017
O 4.68057 -3.74539 -0.09098
C 4.30834 -4.92260 0.65691
C 4.18005 -6.14847 -0.22999
H 3.06884 -0.39029 -0.17838
H 4.56267 0.33722 -0.76629
H 4.33454 -1.59994 1.58991
H 4.71708 0.12452 1.67814
H 5.85822 -1.01700 0.93586
H 2.14364 -4.63262 -2.72794
H 3.51146 -5.43121 -3.48720
H 2.64756 -2.58766 -4.21080
H 2.17928 -4.03553 -5.12038
H 3.88040 -3.54729 -5.00546
H 3.37880 -4.73590 1.19981
H 5.09422 -5.08361 1.39477
H 3.28783 -6.08765 -0.85626
H 4.09950 -7.05248 0.37564
H 5.03930 -6.23804 -0.89392
O -5.34423 0.88462 -0.24196
P -4.88141 1.84703 -1.28863
O -4.74930 3.25152 -0.48629
C -3.66308 3.41081 0.45066
C -2.36684 3.72572 -0.26884
O -6.31814 2.10973 -2.06399
C -7.35059 1.13147 -2.02816
C -8.41053 1.51480 -1.01584
O -4.08879 2.44611 -2.62839
C -3.60832 1.49758 -3.60144
C -4.72761 0.94983 -4.47016
H -3.55547 2.51461 1.06639
H -3.92758 4.23612 1.11013
H -2.03651 2.87158 -0.86656
H -1.57731 3.96760 0.44530
H -2.50183 4.56634 -0.95292
H -6.94766 0.13940 -1.82066
H -7.79512 1.09484 -3.02763
H -7.97569 1.67906 -0.03032
H -9.17208 0.73565 -0.93745
H -8.89511 2.44790 -1.30952
H -3.07633 0.68795 -3.09595
H -2.88697 2.02799 -4.22337
H -5.36396 0.26629 -3.90458
H -4.31918 0.39799 -5.31867
H -5.36140 1.75573 -4.83914

Summary:
HOMO level = -3.0 eV
Total charge = -1
Orbital gap = 0.16142 hartree